Here is a gas-phase ion, C4H3O4 (charge -1) from the OMol25 dataset. Energies are from ωB97M-V with the def2-TZVPD basis set.

Atoms and positions in Å:
1 C -1.129 0.569 -0.377
2 C 1.568 -0.634 -0.058
3 C -1.939 -0.104 0.218
4 C 1.092 0.917 0.013
5 O -2.925 -0.954 0.351
6 O 2.625 -0.664 0.621
7 O -0.085 1.359 -0.699
8 O 0.900 -1.473 -0.604
9 H 0.888 1.247 1.153
10 H 1.853 1.575 -0.552
11 H -2.847 -1.839 -0.067

Strongest force on any atom: 3.91 eV/A
Total charge: -1
Energy: -12384.220 eV
SMILES: O=C([O-])COC#CO

Löwdin atomic charge list, values in e, 2 entries: C -0.126; C -0.756